The following is a DFT calculation (ωB97M-V/def2-TZVPD) of a cluster of 18 separate species, C87H221N11O29 in total in a non-equilibrium geometry.

- Kohn-Sham gap: 8.9 eV
- E: -169555.3584 eV
- M: 1885.77 g/mol

```
! wB97M-V def2-TZVPD RIJCOSX def2/J DEFGRID3
* xyz 0 1
C 6.44 6.47 0.38
C 6.98 5.03 0.28
C 6.59 4.20 1.51
O 6.46 4.42 -0.96
H 6.78 6.93 1.30
H 5.36 6.48 0.45
H 6.75 7.05 -0.50
H 8.04 4.95 0.23
H 7.25 4.42 2.31
H 6.85 3.12 1.40
H 5.53 4.33 1.75
H 5.48 4.37 -0.88
C 3.11 2.38 -1.73
C 3.54 3.42 -2.72
C 2.59 3.62 -3.84
O 3.70 4.68 -2.03
H 3.24 1.37 -2.11
H 2.02 2.48 -1.59
H 3.52 2.54 -0.74
H 4.55 3.09 -3.06
H 2.70 2.76 -4.52
H 2.79 4.55 -4.37
H 1.56 3.72 -3.50
H 3.50 5.36 -2.68
C 2.33 6.76 3.51
C 0.91 7.22 3.83
C 0.34 8.06 2.71
O -0.04 6.13 4.07
H 2.79 6.11 4.27
H 3.02 7.63 3.55
H 2.45 6.29 2.55
H 0.96 7.74 4.82
H -0.69 8.27 2.89
H 0.39 7.42 1.81
H 0.98 8.91 2.38
H 0.21 5.40 3.50
C 0.51 -3.93 -2.55
C 0.50 -5.02 -3.59
C 1.82 -5.74 -3.86
O -0.41 -6.02 -3.19
H 0.58 -4.47 -1.57
H -0.40 -3.32 -2.61
H 1.29 -3.20 -2.75
H 0.17 -4.71 -4.60
H 1.67 -6.73 -4.32
H 2.31 -6.01 -2.91
H 2.59 -5.15 -4.34
H -1.24 -5.69 -2.81
C 2.55 8.39 -1.07
C 1.15 8.39 -1.59
C 0.34 9.43 -0.86
O 1.08 8.59 -3.04
H 2.45 8.24 0.05
H 2.99 9.36 -1.17
H 3.22 7.63 -1.46
H 0.58 7.49 -1.36
H 0.58 9.31 0.20
H -0.78 9.31 -1.01
H 0.65 10.44 -1.09
H 0.90 9.54 -3.24
C 5.26 7.31 -4.87
C 3.84 7.79 -4.88
C 3.33 7.89 -6.35
O 3.08 6.84 -4.11
H 5.38 6.24 -5.13
H 5.74 7.42 -3.88
H 5.71 7.99 -5.59
H 3.74 8.78 -4.44
H 2.28 8.07 -6.55
H 3.71 6.98 -6.85
H 3.92 8.73 -6.78
H 2.21 7.23 -3.92
C -0.53 -8.66 -0.17
C 0.25 -9.12 -1.39
C 0.46 -10.65 -1.32
O -0.46 -8.94 -2.66
H 0.11 -8.63 0.70
H -1.42 -9.30 -0.02
H -0.95 -7.66 -0.27
H 1.21 -8.62 -1.43
H 1.03 -11.11 -2.12
H -0.53 -11.06 -1.34
H 0.78 -10.93 -0.32
H -0.40 -8.02 -2.97
C 4.83 -2.53 1.09
O 3.87 -2.70 2.15
C 4.45 -3.34 3.26
C 3.46 -3.48 4.37
N 3.17 -2.23 5.03
C 2.06 -1.43 4.44
C 1.63 -0.36 5.47
O 1.06 -0.99 6.62
C 0.35 -0.07 7.39
H 4.27 -2.05 0.26
H 5.23 -3.52 0.82
H 5.70 -1.93 1.40
H 5.32 -2.80 3.68
H 4.73 -4.35 2.97
H 3.90 -4.16 5.08
H 2.57 -3.97 3.91
H 2.87 -2.39 6.01
H 1.14 -1.91 4.08
H 2.39 -0.88 3.59
H 0.90 0.22 4.98
H 2.46 0.32 5.78
H 1.07 0.75 7.61
H 0.01 -0.52 8.34
H -0.48 0.45 6.76
C -5.04 3.10 -3.17
O -5.53 3.87 -2.08
C -6.49 3.32 -1.22
C -7.42 4.39 -0.79
N -6.73 5.54 -0.23
C -7.76 6.52 0.05
C -8.31 6.49 1.43
O -9.09 5.35 1.71
C -9.27 4.99 3.13
H -4.41 2.27 -2.85
H -4.46 3.81 -3.83
H -5.90 2.68 -3.75
H -5.99 2.79 -0.32
H -7.01 2.55 -1.77
H -8.05 4.08 0.05
H -8.01 4.74 -1.65
H -6.18 5.88 -1.02
H -8.60 6.45 -0.68
H -7.40 7.57 -0.05
H -8.91 7.37 1.67
H -7.47 6.61 2.09
H -8.31 5.08 3.66
H -9.56 3.93 3.11
H -10.05 5.60 3.55
C -6.08 2.60 2.74
O -6.41 1.70 1.73
C -5.22 0.91 1.34
C -4.82 -0.19 2.31
N -3.55 -0.71 1.97
C -2.95 -1.46 3.07
C -2.19 -0.63 4.08
O -2.86 0.50 4.61
C -3.59 0.26 5.80
H -6.92 3.25 2.72
H -5.15 3.17 2.62
H -5.97 2.10 3.70
H -4.36 1.57 1.31
H -5.41 0.36 0.41
H -5.58 -0.96 2.35
H -4.66 0.27 3.25
H -3.55 -1.33 1.16
H -2.24 -2.18 2.63
H -3.66 -2.08 3.68
H -1.27 -0.21 3.62
H -1.93 -1.28 4.94
H -4.14 -0.69 5.74
H -4.33 1.06 5.86
H -2.87 0.26 6.65
C -0.63 -4.22 5.45
O -1.22 -4.86 4.33
C -0.48 -6.09 4.07
C -1.29 -6.90 3.04
N -2.52 -7.36 3.65
C -3.33 -8.06 2.66
C -4.74 -8.21 3.16
O -5.33 -6.94 3.33
C -5.87 -6.47 2.11
H -1.31 -3.46 5.79
H 0.36 -3.76 5.18
H -0.39 -4.84 6.28
H -0.27 -6.62 4.97
H 0.54 -5.86 3.69
H -0.70 -7.77 2.70
H -1.41 -6.20 2.23
H -3.09 -6.56 4.04
H -2.93 -9.13 2.69
H -3.27 -7.75 1.62
H -4.61 -8.63 4.18
H -5.32 -8.83 2.45
H -6.83 -6.93 1.88
H -5.20 -6.67 1.28
H -5.99 -5.42 2.31
C -3.43 5.34 0.91
O -2.82 4.34 1.64
C -2.57 4.64 2.99
C -1.53 3.69 3.50
N -0.31 3.74 2.72
C 0.69 2.72 3.33
C 1.92 2.65 2.45
O 2.70 1.57 2.80
C 3.71 1.03 1.87
H -2.78 6.26 0.78
H -4.33 5.70 1.46
H -3.80 4.96 -0.05
H -3.49 4.60 3.54
H -2.21 5.68 3.14
H -1.91 2.71 3.63
H -1.30 4.00 4.52
H -0.44 3.45 1.74
H 0.16 1.76 3.50
H 0.98 3.05 4.34
H 2.45 3.60 2.56
H 1.66 2.59 1.36
H 3.85 0.02 2.21
H 4.67 1.60 1.92
H 3.28 1.04 0.85
C -3.27 -7.05 -2.40
O -3.03 -5.74 -1.98
C -3.50 -5.43 -0.71
C -2.89 -4.15 -0.21
N -3.53 -2.88 -0.62
C -3.16 -2.39 -1.92
C -4.01 -1.16 -2.17
O -5.39 -1.53 -1.93
C -6.37 -0.51 -2.19
H -2.95 -7.18 -3.46
H -4.38 -7.22 -2.38
H -2.66 -7.68 -1.74
H -3.24 -6.22 0.00
H -4.62 -5.28 -0.65
H -1.83 -4.05 -0.49
H -2.83 -4.16 0.89
H -4.56 -2.97 -0.54
H -3.25 -3.14 -2.70
H -2.11 -2.08 -1.94
H -3.88 -0.87 -3.21
H -3.77 -0.29 -1.55
H -7.37 -0.94 -2.11
H -6.22 -0.10 -3.17
H -6.29 0.33 -1.50
C 6.70 0.76 -1.10
O 6.50 -0.34 -1.95
C 7.54 -0.61 -2.85
C 7.28 -1.95 -3.46
N 7.58 -2.97 -2.41
C 7.53 -4.24 -3.01
C 7.58 -5.34 -1.95
O 6.51 -5.27 -1.08
C 6.45 -6.28 -0.13
H 7.71 0.72 -0.63
H 5.94 0.71 -0.32
H 6.52 1.65 -1.71
H 8.49 -0.62 -2.28
H 7.68 0.25 -3.56
H 7.94 -2.08 -4.34
H 6.17 -1.99 -3.80
H 6.86 -3.01 -1.66
H 8.43 -4.27 -3.65
H 6.70 -4.40 -3.76
H 8.54 -5.15 -1.41
H 7.70 -6.36 -2.34
H 6.31 -7.19 -0.68
H 5.65 -6.09 0.58
H 7.39 -6.38 0.44
C 0.32 4.47 -0.74
O 0.00 3.12 -0.43
C -1.29 2.81 -0.86
C -1.90 1.61 -0.14
N -1.23 0.35 -0.49
C 0.05 0.27 0.25
C 0.54 -1.18 0.38
O -0.27 -1.93 1.20
C 0.16 -3.28 1.44
H -0.18 4.78 -1.67
H 1.44 4.66 -0.83
H -0.17 5.17 -0.03
H -1.41 2.64 -1.95
H -1.98 3.63 -0.64
H -2.94 1.64 -0.49
H -1.96 1.81 0.93
H -1.86 -0.39 -0.17
H -0.10 0.63 1.28
H 0.82 0.85 -0.25
H 1.59 -1.17 0.87
H 0.74 -1.63 -0.66
H 0.20 -3.82 0.50
H -0.50 -3.77 2.19
H 1.16 -3.23 1.83
C 0.96 -12.79 2.32
O 1.58 -11.56 2.63
C 0.74 -10.82 3.57
C 1.43 -9.55 3.96
N 1.68 -8.73 2.80
C 2.60 -7.64 3.05
C 2.62 -6.62 1.88
O 3.32 -7.20 0.77
C 3.13 -6.52 -0.44
H 0.63 -13.23 3.25
H 1.77 -13.39 1.95
H 0.19 -12.63 1.52
H 0.74 -11.38 4.51
H -0.26 -10.76 3.15
H 2.34 -9.88 4.46
H 0.88 -8.96 4.65
H 2.09 -9.42 2.13
H 3.73 -7.84 3.20
H 2.32 -7.07 3.92
H 3.15 -5.70 2.24
H 1.59 -6.40 1.59
H 3.43 -5.42 -0.37
H 2.07 -6.68 -0.79
H 3.86 -6.91 -1.22
C 4.07 -3.34 -2.13
O 3.62 -2.83 -3.37
C 3.10 -1.47 -3.36
C 2.35 -1.22 -4.65
N 1.74 0.07 -4.67
C 0.68 0.30 -3.73
C -0.67 -0.36 -3.93
O -1.46 -0.04 -5.13
C -1.90 1.35 -5.21
H 3.32 -3.53 -1.37
H 4.85 -2.69 -1.67
H 4.59 -4.28 -2.21
H 3.93 -0.78 -3.23
H 2.52 -1.33 -2.46
H 1.62 -2.01 -4.67
H 2.97 -1.35 -5.54
H 1.47 0.31 -5.61
H 0.53 1.40 -3.58
H 1.05 -0.01 -2.72
H -1.31 -0.27 -3.09
H -0.46 -1.46 -4.09
H -2.56 1.41 -6.08
H -1.02 1.94 -5.49
H -2.41 1.69 -4.29
C -4.97 9.30 -1.14
O -3.85 8.60 -1.71
C -4.06 7.22 -1.73
C -2.77 6.56 -2.21
N -2.52 6.85 -3.67
C -1.23 6.25 -4.00
C -1.50 4.84 -4.44
O -2.50 4.71 -5.46
C -2.00 4.78 -6.77
H -5.23 8.91 -0.16
H -5.90 9.12 -1.76
H -4.79 10.34 -1.04
H -4.95 7.04 -2.40
H -4.40 6.87 -0.73
H -2.93 5.50 -2.12
H -1.94 6.93 -1.54
H -2.53 7.86 -3.81
H -0.56 6.25 -3.18
H -0.71 6.83 -4.76
H -1.98 4.34 -3.63
H -0.58 4.31 -4.62
H -1.21 4.04 -6.92
H -1.56 5.71 -7.09
H -2.82 4.50 -7.42
*
```

Atom charges from the Mulliken analysis, given in e for atoms 1 to 99: -1.086, 0.305, -1.074, -0.499, 0.467, 0.110, 0.269, 0.381, 0.581, 0.139, 0.090, 0.121, 0.493, 0.612, -1.183, 0.567, -0.044, -0.732, 0.319, 0.219, 0.310, 0.570, -0.226, -0.580, -1.228, 0.312, -0.497, -0.489, 0.375, 0.499, 0.051, 0.250, 0.307, -0.369, 0.563, 0.131, 1.006, 0.511, -1.442, -0.313, -0.256, 0.145, -0.694, 0.249, 0.450, 0.043, 0.315, 0.135, -1.371, 2.234, -1.235, -0.554, 0.213, 0.461, 0.085, -1.044, 0.082, 0.234, 0.534, 0.286, -1.388, 0.740, -1.403, -0.080, 0.268, 0.238, 0.471, 0.255, 0.347, 0.293, 0.408, -0.307, 0.183, 1.002, -1.778, -0.641, -0.274, 0.627, -0.502, 0.050, 0.424, 0.483, 0.243, 0.227, -0.648, 0.551, -1.351, 0.054, -0.392, 1.765, 0.076, -0.358, -0.502, -0.122, -0.075, 0.525, 0.338, 0.319, 0.828